A cluster of 16 separate species, C19H70N8O16 in total at a distorted geometry. Source: the OMol25 dataset; level of theory: the ωB97M-V functional and the def2-TZVPD basis.

ΔE to the lowest compared entry with this formula, charge and spin: 207.8 kcal/mol
HOMO energy: -8.95 eV
HOMO-LUMO gap: 8.819 eV

Geometry as ORCA input:
```
! wB97M-V def2-TZVPD RIJCOSX def2/J DEFGRID3
* xyz 0 1
C 0.32972 3.57006 -2.67050
C -0.71428 4.46006 -3.38850
O -1.41328 5.27606 -2.44250
H 0.78972 2.88106 -3.39850
H -0.09328 2.96006 -1.84150
H 1.18172 4.10906 -2.27650
H -1.35628 3.77506 -3.95250
H -0.33528 5.04306 -4.16650
H -1.77528 6.00206 -2.98050
C -3.98128 -0.64494 -1.97850
C -5.37728 -1.14494 -1.68750
O -5.50128 -1.31294 -0.30550
H -3.24228 -1.49794 -1.99550
H -3.62228 0.21206 -1.47450
H -4.05328 -0.43894 -3.04850
H -5.62028 -2.03494 -2.19250
H -6.18128 -0.42294 -2.01250
H -6.44328 -1.51594 -0.22550
C 1.48572 -5.13694 2.58250
C 1.78872 -3.98294 1.64650
O 0.66872 -3.84594 0.77750
H 2.34772 -5.30494 3.17150
H 1.29672 -6.00994 1.92950
H 0.67372 -4.86194 3.29950
H 2.62572 -4.20794 0.99650
H 2.03772 -3.02394 2.07550
H 0.73772 -3.20694 0.07050
C 0.02372 -2.96994 -2.53150
O -0.48028 -1.81994 -3.06650
N -0.56328 -4.10994 -2.70850
N 1.16372 -3.00194 -1.95050
H -1.43128 -4.07494 -3.28650
H -0.08528 -4.97694 -2.72750
H 1.82172 -2.20194 -1.98050
H 1.67872 -3.84194 -1.69950
C 3.94772 -1.34994 -0.41650
O 3.29272 -1.45694 -1.61950
N 3.28772 -1.09394 0.63150
N 5.27872 -1.36894 -0.25450
H 2.26872 -0.96894 0.54050
H 3.53672 -0.90394 1.64850
H 5.81672 -1.51094 -1.13050
H 5.68572 -1.03894 0.63750
C 0.02472 0.45706 0.03950
O 0.51772 -0.60894 0.70350
N -0.07628 1.62906 0.67050
N -0.55628 0.41506 -1.09950
H 0.36572 1.70506 1.57050
H -0.47528 2.49606 0.33750
H -0.75928 -0.46394 -1.55750
H -0.78728 1.34006 -1.47050
C 3.66472 -0.23894 3.98750
O 2.76072 -0.50294 4.95050
N 4.81672 -0.84794 3.92750
N 3.52472 0.58006 2.98750
H 5.10572 -1.57994 4.72750
H 5.48272 -0.69794 3.16650
H 2.63572 1.03306 2.97550
H 4.29772 0.90106 2.43350
C -1.98428 4.35606 0.79850
O -1.89728 3.53406 -0.42150
H -2.32728 3.83706 1.68550
H -2.66728 5.19606 0.74650
H -0.95928 4.73706 1.08250
H -1.87028 4.19806 -1.16350
C -2.09328 1.36306 4.08150
O -3.06028 2.22706 3.50950
H -1.51528 1.80606 4.87850
H -1.40628 0.94406 3.30050
H -2.68728 0.51806 4.47450
H -3.14928 2.11606 2.59950
C 1.31872 3.39606 2.71750
O 1.00172 2.06306 3.22350
H 1.87572 3.90506 3.43150
H 0.37872 3.97006 2.53150
H 1.92772 3.33706 1.88650
H 0.65472 2.21906 4.10050
C -2.77128 -0.32694 1.16050
O -2.96628 1.05206 0.93750
H -3.71528 -0.83094 1.02950
H -2.31928 -0.53294 2.06750
H -2.16528 -0.72694 0.31650
H -2.07128 1.38106 0.63250
C 1.66872 0.25806 -3.87250
O 2.28772 1.17406 -4.72250
H 0.91372 -0.15494 -4.49150
H 1.16572 0.78306 -3.08450
H 2.29972 -0.46194 -3.42450
H 2.65172 0.76706 -5.52450
C 3.08172 2.02006 -0.55250
O 3.27572 3.35506 -0.88050
H 3.03772 1.80106 0.51150
H 3.98772 1.50306 -1.06450
H 2.16672 1.62506 -0.99250
H 3.22072 3.49206 -1.84050
C -1.96328 1.29806 -4.09350
O -2.15128 0.10306 -4.85550
H -2.04128 1.04106 -3.06950
H -2.65328 2.08706 -4.43050
H -0.92028 1.63006 -4.27450
H -1.67428 -0.63694 -4.49250
C -0.07728 -1.98794 3.53950
O -1.27128 -2.01194 4.24550
H 0.54472 -2.74194 3.97050
H 0.45072 -1.15394 3.73950
H -0.27028 -2.14594 2.49250
H -1.99328 -2.27094 3.69050
C -2.41928 -3.63094 -0.15650
O -2.26928 -3.62894 1.25250
H -1.69928 -2.94294 -0.55850
H -3.38028 -3.14794 -0.40950
H -2.18728 -4.60094 -0.59650
H -1.35128 -3.77794 1.39050
*
```

Mulliken population analysis, charges in e, atoms 1 to 4: -0.76, -0.56, -0.59, 0.12



A structure of composition C3H4IrLiO3 at a distorted geometry. Source: the OMol25 dataset; level of theory: the ωB97M-V functional and the def2-TZVPD basis.

⟨S²⟩: 8.762
ΔE to the lowest compared entry with this formula, charge and spin: 49.1 kcal/mol
HOMO energy (spin up / spin down): -9.72 / -12.05 eV
HOMO-LUMO gap (spin up / spin down): 4.692 / 5.327 eV

Geometry as ORCA input:
```
! wB97M-V def2-TZVPD RIJCOSX def2/J DEFGRID3
* xyz 1 6
C 1.10732 -0.52456 -0.07869
C -0.10783 0.31663 0.19411
O -1.26689 -0.49110 0.00416
C -2.47529 0.05807 0.15744
O -2.52823 1.27605 0.45471
O 2.19591 -0.23951 0.45781
H 0.89417 -1.58585 -0.32192
H -0.11069 1.18143 -0.48708
H -0.05857 0.70867 1.22182
Ir -4.34324 0.60971 0.32842
Li 3.94154 -0.40826 -0.25855
H 2.75182 -0.90127 -1.67223
*
```

Mulliken population analysis, charges in e, atoms 1 to 4: 0.08, -0.38, -0.22, -0.10



A structure of composition C40H47BCl2N13O2RbS at a distorted geometry. Source: the OMol25 dataset; level of theory: the ωB97M-V functional and the def2-TZVPD basis.

ΔE to the lowest compared entry with this formula, charge and spin: 4.5 kcal/mol
HOMO energy: -1.82 eV
HOMO-LUMO gap: 5.393 eV

Geometry as ORCA input:
```
! wB97M-V def2-TZVPD RIJCOSX def2/J DEFGRID3
* xyz -2 1
Rb 10.90259 13.60595 10.82844
C 15.93275 18.49982 15.48045
C 14.38225 18.52386 15.28095
C 13.73093 19.81974 15.91411
C 13.99419 18.65821 13.79677
C 14.39358 19.57157 12.75792
C 13.59574 19.28633 11.70999
N 12.76809 18.32027 12.01701
N 13.01955 17.90185 13.31175
B 11.73100 17.68345 11.00668
N 10.48871 17.25143 11.87285
C 9.77959 18.14971 12.54178
C 9.20894 17.58319 13.66726
C 9.63174 16.22833 13.56542
N 10.36118 16.02434 12.48318
C 9.22931 15.07106 14.43744
C 7.95881 14.43390 14.03925
C 9.30508 15.60869 15.97612
N 12.43737 16.48851 10.33601
C 13.35332 15.60728 10.80034
C 13.78417 14.87862 9.74852
C 12.99421 15.36334 8.62563
N 12.16834 16.32610 9.03635
C 13.04604 14.90826 7.19792
C 13.86927 13.64423 7.10408
C 11.61950 14.68208 6.68644
H 16.16200 18.41923 16.53595
H 16.35100 19.45367 15.09438
H 16.45518 17.60265 15.01524
H 13.73224 17.66213 15.66445
H 14.17472 20.65767 15.45084
H 13.77471 19.90132 17.03013
H 12.67352 19.77865 15.63392
H 15.09200 20.39586 12.86128
H 13.44190 19.74741 10.77003
H 11.45035 18.55009 10.24293
H 9.70917 19.13047 12.14542
H 8.60443 17.91220 14.45414
H 10.14131 14.45986 14.27113
H 7.13163 15.15356 13.97512
H 7.67617 13.66278 14.72074
H 8.01539 13.81775 13.09947
H 8.62360 16.38001 16.32289
H 10.36164 15.82957 16.19289
H 9.15638 14.74089 16.61888
H 13.50927 15.48488 11.83720
H 14.57826 14.14726 9.82852
H 13.44131 15.68157 6.54885
H 13.24246 12.96777 7.70778
H 14.79913 13.78720 7.62840
H 14.02405 13.17503 6.13035
H 10.94890 14.13811 7.35551
H 11.72215 14.11581 5.78409
H 11.22808 15.69476 6.48974
O 11.22168 6.09254 8.46268
C 11.98109 5.84740 9.50749
O 12.40831 4.72066 9.66495
C 12.15380 6.95740 10.50772
C 11.19372 7.92775 10.81314
C 11.38787 8.79064 11.84031
C 12.63024 8.88101 12.41189
C 13.60464 7.99354 12.11593
C 13.35021 7.00384 11.17862
N 12.93941 9.92360 13.31305
C 12.21353 10.99586 13.43629
C 12.57297 12.05179 14.44467
C 13.29870 11.72577 15.61179
C 13.76370 12.72436 16.43390
C 13.35125 14.00741 16.06808
C 12.60318 14.28124 14.97489
N 12.19931 13.29609 14.15168
H 11.18707 7.03377 8.33767
H 10.20654 7.90821 10.44265
H 10.56166 9.44463 12.07882
H 14.54150 8.07085 12.59999
H 14.08995 6.24765 10.94378
H 11.36842 11.13652 12.75572
H 13.54461 10.62655 15.74010
H 14.35525 12.56491 17.26135
H 13.69302 14.81948 16.71945
H 12.37662 15.33025 14.80067
C 5.46210 9.72271 15.45250
C 6.63560 10.19639 14.64326
N 7.78101 10.47869 15.21121
N 8.63988 10.67734 14.12700
C 7.95911 10.59780 12.94858
S 8.57971 11.15898 11.45994
N 6.68437 10.19296 13.28887
N 5.48995 10.03108 12.53041
H 5.03434 8.75642 15.18649
H 4.61129 10.35473 15.26391
H 5.70892 9.74039 16.50613
H 9.43490 11.25938 14.17547
H 11.54175 11.05932 8.87641
H 5.88244 10.11405 11.60506
Cl 12.06042 8.97566 7.47886
C 13.50616 9.42644 8.48257
C 14.59662 8.55700 8.34019
C 15.71483 8.69820 9.13143
C 15.64990 9.76763 10.03685
C 14.67246 10.72950 10.03121
Cl 14.76140 12.02030 11.12116
C 13.37953 10.62144 9.26873
N 12.36474 11.46363 9.38831
H 14.37952 7.86841 7.54162
H 16.57536 8.12428 8.99962
H 16.52851 9.93200 10.69584
*
```

Mulliken population analysis, charges in e, atoms 1 to 4: 0.34, -1.31, 0.99, -1.47



A structure of composition C43H43ClI2N4O6S3Sn at a distorted geometry. Source: the OMol25 dataset; level of theory: the ωB97M-V functional and the def2-TZVPD basis.

ΔE to the lowest compared entry with this formula, charge and spin: 0.0 kcal/mol
HOMO energy: -7.90 eV
HOMO-LUMO gap: 6.681 eV

Geometry as ORCA input:
```
! wB97M-V def2-TZVPD RIJCOSX def2/J DEFGRID3
* xyz 0 1
Sn -0.32279 -0.03523 0.08767
C 1.98163 2.07318 2.70716
C 0.50339 1.83665 2.56263
C -0.28757 2.69224 1.79649
C -1.64962 2.45809 1.62639
C -2.49871 3.39009 0.80594
C -2.22282 1.35785 2.26414
C -1.47487 0.52137 3.09335
C -2.14331 -0.57037 3.88037
C -0.10331 0.75557 3.20375
H 2.34142 2.78820 1.96826
H 2.53646 1.14277 2.57514
H 2.21236 2.46484 3.70026
H 0.16052 3.56074 1.32559
H -2.96360 4.14367 1.44576
H -3.30283 2.85179 0.30154
H -1.91010 3.91151 0.05123
H -3.28851 1.18197 2.15475
H -2.17897 -0.29445 4.93668
H -1.59903 -1.50866 3.79674
H -3.16695 -0.72796 3.53997
H 0.49899 0.09247 3.81525
C 2.32560 -8.12261 -0.20016
C 1.74233 -6.80204 0.22366
C 0.74349 -6.19605 -0.53469
C 0.20944 -4.96916 -0.17279
C 0.67549 -4.34545 0.97219
C 1.64598 -4.94450 1.76549
C 2.18097 -6.16275 1.38059
S 0.10228 -2.76636 1.53303
O 1.19101 -1.79791 1.40187
O -0.38457 -3.01766 2.86748
N -0.99172 -2.15514 0.54312
C -2.26755 -2.63663 0.31245
C -2.79320 -3.83419 0.73171
C -4.09023 -4.22343 0.33442
C -4.86236 -3.43244 -0.46542
C -4.36884 -2.17202 -0.88060
C -5.10003 -1.27693 -1.69188
C -4.56632 -0.06466 -2.02616
C -3.29521 0.27304 -1.53013
N -2.58719 -0.53832 -0.78137
C -3.08571 -1.76536 -0.47090
H 1.56643 -8.90667 -0.18468
H 3.13910 -8.42568 0.45745
H 2.71245 -8.06863 -1.21950
H 0.38609 -6.68141 -1.43575
H -0.54962 -4.50384 -0.78354
H 1.98506 -4.45247 2.66819
H 2.94674 -6.62619 1.99115
H -2.20697 -4.49147 1.36032
H -4.46745 -5.18031 0.67144
H -5.84833 -3.74611 -0.78305
H -6.08427 -1.56661 -2.04004
H -5.09716 0.63932 -2.65116
H -2.85651 1.23997 -1.75871
S 4.16374 -0.97689 0.69552
C 3.86740 -1.35416 -0.87674
N 4.10481 -2.55131 -1.43079
C 4.01827 -2.75234 -2.86302
C 4.39462 -1.48103 -3.57439
N 3.57539 -0.36904 -3.08447
C 3.35078 0.72986 -4.04477
C 2.78726 0.28137 -5.37137
C 1.41694 0.20767 -5.58507
C 0.91736 -0.20369 -6.81118
C 1.78192 -0.54649 -7.83944
C 3.15279 -0.45875 -7.64382
C 3.64847 -0.04114 -6.41821
C 3.28174 -0.29463 -1.80289
S 2.39577 0.93354 -1.03782
C 4.14336 -3.76988 -0.62462
C 5.49341 -4.43898 -0.61942
C 6.59484 -3.81547 -0.03660
C 7.82953 -4.44485 -0.03004
C 7.97899 -5.70317 -0.60168
C 6.88794 -6.32875 -1.18375
C 5.65112 -5.69541 -1.19232
H 3.01692 -3.06975 -3.14863
H 4.73025 -3.53502 -3.13303
H 4.17920 -1.60345 -4.63248
H 5.45220 -1.22785 -3.44729
H 4.32853 1.19410 -4.21275
H 2.71088 1.45219 -3.55166
H 0.73444 0.45078 -4.78474
H -0.15321 -0.26486 -6.95652
H 1.39002 -0.87626 -8.79285
H 3.83583 -0.70451 -8.44653
H 4.72050 0.06578 -6.28732
H 3.39560 -4.44807 -1.04806
H 3.82561 -3.50280 0.38116
H 6.47142 -2.83674 0.41162
H 8.67947 -3.95439 0.42716
H 8.94388 -6.19340 -0.58997
H 6.99666 -7.30816 -1.63199
H 4.79515 -6.18510 -1.64471
O -0.91868 -3.02221 -2.50367
Cl 0.29316 -2.27206 -2.60390
O 0.03381 -0.88108 -2.21162
O 0.79457 -2.27321 -3.94459
O 1.29334 -2.77499 -1.69965
I 0.24897 2.45676 -2.23651
I -1.74313 4.15308 -3.19881
*
```

Mulliken population analysis, charges in e, atoms 1 to 4: 0.76, -1.57, 0.85, -0.60